This record from the Open Molecules 2025 dataset describes C33H35FN5O6S2Sr as an isolated structure. The level of theory is ωB97M-V/def2-TZVPD.

Positions of all 83 atoms, in Å:
Sr 0.37898 0.38203 -0.10633
O -1.70399 -0.45341 6.07854
C -1.34337 -0.18848 4.79105
C -2.21184 -0.39989 3.72948
C -1.76107 -0.12439 2.45301
N -0.53975 0.35541 2.23753
C 0.29660 0.56495 3.25504
C -0.06349 0.30130 4.56165
C 1.70929 1.05075 2.88454
O 2.53285 1.13882 3.79725
O 1.89410 1.26241 1.64249
C -2.64984 -0.35184 1.21390
O -3.82710 -0.63405 1.42671
O -2.05522 -0.22084 0.09684
H -2.59619 -0.81349 6.07515
H -3.21904 -0.77885 3.85773
H 0.63840 0.46824 5.36578
C 4.03058 3.00375 -0.87499
C 3.10728 3.48300 -1.99909
C 3.86048 4.34808 -3.00804
C 1.90065 4.18909 -1.41341
C 2.03217 5.45678 -0.86101
C 0.95501 6.09111 -0.26003
C -0.26789 5.44627 -0.20311
C -0.44040 4.17512 -0.74461
C -1.79417 3.49693 -0.64873
C -2.22517 3.29745 0.80695
C -2.86183 4.26652 -1.42845
C 0.65309 3.53669 -1.35824
N 0.53556 2.21507 -1.84021
C 0.23672 2.04886 -3.14164
C -0.05204 3.05576 -4.09360
C -0.35566 2.74674 -5.41363
C -0.37806 1.43793 -5.87528
C -0.07091 0.41548 -4.97372
C 0.22472 0.74365 -3.68232
F 0.56187 -0.27632 -2.80532
H 4.86744 2.42576 -1.27990
H 3.49166 2.38501 -0.15302
H 4.44464 3.85540 -0.32682
H 2.73704 2.60207 -2.52295
H 4.31487 5.22074 -2.53091
H 3.19083 4.70211 -3.79420
H 4.66472 3.77493 -3.47723
H 2.99671 5.95318 -0.88722
H 1.07386 7.07725 0.17270
H -1.10837 5.93496 0.27898
H -1.70746 2.51198 -1.10905
H -2.46898 4.25373 1.27955
H -1.43406 2.83135 1.39839
H -3.10718 2.65548 0.85949
H -2.98982 5.27563 -1.02627
H -3.82372 3.75266 -1.36306
H -2.58928 4.35241 -2.48208
H -0.04497 4.08835 -3.76619
H -0.58368 3.55808 -6.09601
H -0.62602 1.20823 -6.90257
H -0.06017 -0.62758 -5.26553
S -0.40450 -3.34093 2.49536
C 1.00558 -4.05819 1.94989
N 2.20354 -3.79563 2.51612
C 3.47094 -4.34650 2.06881
C 3.39179 -4.63584 0.58111
C 2.19126 -5.52809 0.32553
N 1.00486 -4.93471 0.92112
H 2.16642 -3.15271 3.28881
H 3.71002 -5.26489 2.61677
H 4.25628 -3.62244 2.28130
H 4.30455 -5.12737 0.24356
H 3.27762 -3.69664 0.03431
H 2.37225 -6.52279 0.74737
H 2.01367 -5.65144 -0.74267
H 0.10787 -5.05354 0.48253
O -0.89484 -3.30399 -1.38083
C -0.39822 -2.44733 -0.84686
S 5.18943 -0.68440 0.40156
C 4.83049 -0.74632 -1.26992
C 3.50340 -0.97033 -1.44315
N 2.77831 -1.11492 -0.28176
C 3.54664 -0.96913 0.75889
H 5.57873 -0.59277 -2.02979
H 2.99355 -1.02335 -2.39451
H 3.18532 -0.95862 1.77788

HOMO-LUMO gap, eV: 6.280
E_tot, eV: -79756.6107
ΔE to the lowest compared entry with this formula, charge and spin, eV: 0.337
Net charge: -1
HOMO, eV: -4.34
Spin multiplicity: 1